{"formula": "C2H3BrN2O", "method": "ωB97M-V/def2-TZVPD", "symbols": ["H", "N", "N", "H", "O", "C", "C", "Br", "H"], "xyz": [[-0.6840, -2.5391, 0.3540], [0.1095, -1.7957, 0.4418], [0.8695, -1.6921, 1.4177], [0.8230, -2.4438, 2.0464], [-1.8494, 0.9496, -1.7449], [-0.8990, 1.3251, -1.2654], [0.1627, 1.6917, -0.6419], [0.8138, 3.3845, -0.7275], [0.6539, 1.1198, 0.1199]], "molar_mass_g_mol": 150.96, "total_energy_ev": -77189.0913, "smiles": "[H]/N=N\\[H].O=C=CBr", "orbital_gap_ev": 8.92, "spin_multiplicity": 1, "lumo_ev": 0.3, "homo_energy_ev": -8.6, "relative_energy_ev": 1.488, "largest_force_ev_per_a": 3.44}

{"formula": "C2H3BrN2S", "method": "ωB97M-V/def2-TZVPD", "symbols": ["C", "C", "N", "N", "S", "Br", "H", "H", "H"], "xyz": [[-0.0747, -0.5094, 1.3482], [0.3974, -0.1900, -0.6923], [0.5712, -0.9662, 0.3908], [-0.0929, 1.0741, -0.2561], [-0.7581, 0.9858, 1.2661], [-1.2410, -1.2411, -1.8603], [-0.2263, -1.0438, 2.2533], [1.6515, -0.0105, -1.6238], [-0.2272, 1.9010, -0.8259]], "molar_mass_g_mol": 167.03, "total_energy_ev": -85977.3717, "orbital_gap_ev": 8.40, "spin_multiplicity": 1, "lumo_ev": -0.2, "homo_energy_ev": -8.6, "relative_energy_ev": 2.617, "largest_force_ev_per_a": 5.19}

{"formula": "C2H3BrN2S", "method": "ωB97M-V/def2-TZVPD", "symbols": ["C", "C", "N", "N", "S", "Br", "H", "H", "H"], "xyz": [[0.7887, 1.3274, -0.1647], [0.1866, -1.0065, 0.0336], [-0.3531, 1.2372, 0.3599], [-0.7832, -0.0424, 0.5789], [1.4784, -0.0938, -0.8889], [-2.5246, -0.2978, -0.2157], [1.1560, 2.2571, -0.2627], [0.4671, -1.5757, 0.9810], [-0.4159, -1.8055, -0.4213]], "molar_mass_g_mol": 167.03, "total_energy_ev": -85975.1437, "orbital_gap_ev": [6.57, 6.82], "spin_multiplicity": 3, "s2": 2.019, "lumo_ev": [0.4, -2.6], "homo_energy_ev": [-6.2, -9.4], "relative_energy_ev": 1.317, "largest_force_ev_per_a": 6.62}

{"formula": "C2H3BrNO", "method": "ωB97M-V/def2-TZVPD", "symbols": ["O", "N", "C", "C", "Br", "H", "H", "H"], "xyz": [[-0.1609, -2.0633, 0.3979], [-0.4922, -0.7692, -0.4635], [-0.6036, 0.4016, 0.4269], [0.4962, 0.2106, -0.5532], [2.3893, 0.2899, 0.0370], [-0.4410, 0.1659, 1.3900], [-1.5403, 0.9099, 0.2276], [0.3526, 0.8546, -1.4627]], "molar_mass_g_mol": 136.96, "total_energy_ev": -75699.1224, "smiles": "[O-]N1C[C@H]1Br", "orbital_gap_ev": 6.23, "spin_multiplicity": 1, "lumo_ev": 3.6, "homo_energy_ev": -2.7, "total_charge": -1, "relative_energy_ev": 2.973, "largest_force_ev_per_a": 4.51}

{"formula": "C2H3BrO", "method": "ωB97M-V/def2-TZVPD", "symbols": ["C", "C", "O", "Br", "H", "H", "H"], "xyz": [[0.4469, -0.6691, -0.4144], [-0.3730, 0.2750, 0.3512], [0.8705, -1.7289, 0.0789], [-1.5749, 1.3512, -0.7482], [0.8436, -0.3447, -1.3117], [-0.7863, -0.2294, 1.3622], [0.5733, 1.3460, 0.6821]], "molar_mass_g_mol": 122.95, "total_energy_ev": -74210.3134, "orbital_gap_ev": 10.28, "spin_multiplicity": 1, "lumo_ev": -0.1, "homo_energy_ev": -10.3, "relative_energy_ev": 2.100, "largest_force_ev_per_a": 4.63}

{"formula": "C2H3BrO2", "method": "ωB97M-V/def2-TZVPD", "symbols": ["O", "C", "Br", "H", "C", "O", "H", "H"], "xyz": [[0.6173, 2.1266, -1.4214], [1.5003, 1.7926, -0.7302], [1.8818, -0.0826, -0.0006], [2.2723, 2.5770, -0.3128], [-1.5684, -1.5795, 0.6219], [-1.1008, -0.5232, 0.3744], [-1.6818, -1.9363, 1.5975], [-1.9207, -2.3747, -0.1288]], "molar_mass_g_mol": 138.95, "total_energy_ev": -76258.2825, "smiles": "O=CBr.C=O", "orbital_gap_ev": 10.60, "spin_multiplicity": 1, "lumo_ev": 0.5, "homo_energy_ev": -10.1, "relative_energy_ev": 1.995, "largest_force_ev_per_a": 2.58}

{"formula": "C2H3BrOS", "method": "ωB97M-V/def2-TZVPD", "symbols": ["C", "C", "O", "H", "H", "S", "Br", "H"], "xyz": [[-0.7200, -0.2874, -1.0021], [-1.7662, -0.9955, -0.7797], [-2.6876, -1.5990, -0.4614], [-0.4532, -0.3903, -2.0421], [-0.5795, 0.5428, -0.4776], [1.7022, 0.1608, 1.4363], [2.9995, 1.3185, 2.6931], [1.5047, 1.2501, 0.6335]], "molar_mass_g_mol": 155.02, "total_energy_ev": -85046.1223, "smiles": "C=C=O.SBr", "orbital_gap_ev": 9.19, "spin_multiplicity": 1, "lumo_ev": -0.1, "homo_energy_ev": -9.3, "relative_energy_ev": 1.329, "largest_force_ev_per_a": 4.06}

{"formula": "C2H3BrOS", "method": "ωB97M-V/def2-TZVPD", "symbols": ["C", "C", "O", "S", "Br", "H", "H", "H"], "xyz": [[0.9444, 0.6586, 1.1975], [-1.0048, 0.0042, -0.1371], [-0.1971, 0.1898, 1.0460], [1.9321, -1.9691, -0.9666], [1.7173, 1.2588, -0.4698], [-1.7120, 0.7909, 0.0412], [-1.4326, -0.8997, 0.1146], [-0.2473, -0.0334, -0.8259]], "molar_mass_g_mol": 155.02, "total_energy_ev": -85041.5858, "orbital_gap_ev": [6.35, 6.36], "spin_multiplicity": 1, "lumo_ev": [-2.7, -2.7], "homo_energy_ev": [-9.0, -9.0], "relative_energy_ev": 5.866, "largest_force_ev_per_a": 2.98}